No. 1
{
  "formula": "C48H52LuN3O6P2S4",
  "method": "ωB97M-V with the def2-TZVPD basis set",
  "species": ["Lu", "N", "C", "C", "O", "N", "C", "C", "O", "O", "H", "H", "H", "H", "H", "H", "S", "S", "S", "S", "O", "P", "C", "P", "O", "C", "C", "C", "C", "C", "C", "C", "C", "C", "C", "C", "C", "C", "C", "C", "C", "C", "C", "C", "C", "C", "C", "C", "C", "H", "H", "H", "H", "H", "H", "H", "H", "H", "H", "H", "H", "H", "H", "H", "H", "H", "H", "H", "H", "H", "H", "O", "C", "C", "C", "C", "C", "C", "C", "C", "C", "N", "C", "C", "C", "C", "C", "C", "C", "C", "C", "C", "H", "H", "H", "H", "H", "H", "H", "H", "H", "H", "H", "H", "H", "H", "H", "H", "H", "H", "H", "H", "H", "H", "H", "H"],
  "positions_angstrom": [[0.427, -1.747, 0.717], [0.910, -2.267, -1.679], [1.924, -3.310, -1.854], [2.397, -3.935, -0.474], [3.074, -4.957, -0.489], [1.909, -3.313, 0.655], [2.698, -3.437, 1.877], [2.752, -2.117, 2.596], [3.689, -1.740, 3.282], [1.628, -1.450, 2.385], [0.015, -2.608, -1.980], [1.149, -1.449, -2.256], [2.863, -2.950, -2.231], [1.589, -4.158, -2.504], [3.737, -3.803, 1.704], [2.130, -4.074, 2.556], [-0.094, -2.564, 4.558], [1.201, -3.831, 5.318], [2.494, -2.044, 6.179], [1.213, -0.749, 5.618], [-1.225, -3.278, 0.870], [-2.798, -3.138, 0.835], [-3.306, -1.807, 2.022], [-2.558, -0.214, 1.818], [-1.029, -0.436, 1.655], [-3.123, 0.828, 0.485], [-3.774, 2.071, 0.796], [-3.870, 3.037, -0.225], [-3.402, 2.749, -1.524], [-2.666, 1.613, -1.750], [-2.559, 0.603, -0.791], [-2.860, 0.651, 3.331], [-1.850, 1.517, 3.758], [-2.147, 2.449, 4.723], [-3.300, 2.330, 5.488], [-4.345, 1.494, 5.045], [-4.093, 0.652, 3.934], [-3.567, -4.577, 1.580], [-4.934, -4.740, 1.908], [-5.351, -5.940, 2.518], [-4.453, -7.012, 2.700], [-3.108, -6.788, 2.492], [-2.640, -5.604, 1.887], [-3.722, -2.860, -0.693], [-5.005, -2.346, -0.638], [-5.813, -2.392, -1.809], [-5.235, -2.638, -3.020], [-3.892, -2.899, -3.113], [-3.105, -3.047, -1.948], [-3.111, -1.992, 3.129], [-4.410, -1.761, 1.953], [-4.315, 2.235, 1.711], [-4.255, 4.037, -0.038], [-3.496, 3.530, -2.316], [-2.088, 1.431, -2.630], [-2.101, -0.324, -1.188], [-0.874, 1.419, 3.332], [-1.498, 3.313, 4.860], [-3.393, 3.007, 6.322], [-5.325, 1.463, 5.537], [-4.855, 0.033, 3.437], [-5.685, -3.956, 1.639], [-6.404, -6.115, 2.769], [-4.818, -8.008, 2.927], [-2.297, -7.487, 2.719], [-1.556, -5.511, 1.683], [-5.378, -1.884, 0.273], [-6.923, -2.229, -1.706], [-5.915, -2.426, -3.840], [-3.382, -3.088, -4.045], [-2.013, -3.306, -2.037], [1.226, 0.150, -0.255], [1.472, 1.184, -0.848], [5.971, 0.855, 2.237], [5.586, 0.850, 0.776], [6.261, 0.070, -0.216], [5.816, 0.058, -1.582], [6.706, -0.639, -2.604], [4.578, 0.675, -1.878], [3.887, 1.457, -0.915], [4.352, 1.469, 0.404], [2.497, 1.905, -1.222], [2.161, 3.154, -2.077], [3.256, 4.234, -1.893], [2.847, 5.537, -2.687], [2.786, 5.085, -4.139], [1.637, 4.091, -4.349], [0.342, 4.751, -3.815], [0.417, 5.042, -2.358], [1.502, 6.104, -2.135], [0.845, 3.771, -1.503], [1.951, 2.789, -3.549], [5.839, 1.797, 2.725], [7.052, 0.600, 2.421], [5.234, 0.251, 2.770], [7.109, -0.538, 0.040], [6.952, -1.609, -2.178], [7.669, -0.131, -2.735], [6.159, -0.749, -3.537], [4.206, 0.520, -2.903], [3.680, 1.866, 1.181], [4.209, 3.858, -2.227], [3.288, 4.521, -0.878], [3.635, 6.348, -2.608], [3.765, 4.625, -4.347], [2.541, 5.936, -4.846], [1.648, 3.820, -5.421], [-0.524, 4.148, -4.082], [0.228, 5.731, -4.330], [-0.552, 5.358, -2.046], [1.616, 6.353, -1.015], [1.233, 7.039, -2.658], [0.055, 3.004, -1.652], [0.985, 4.067, -0.421], [2.837, 2.340, -3.905], [1.157, 2.093, -3.546]],
  "forces_ev_per_a": [[0.86, 1.22, -0.22], [0.41, 0.43, -0.47], [-0.06, -1.82, 1.42], [-1.87, 0.28, 1.46], [0.72, 0.10, -0.58], [1.90, -0.42, -2.29], [0.54, -1.05, -0.20], [-0.92, 1.12, -0.21], [-0.21, -0.16, -0.49], [1.28, 0.24, 0.34], [-0.36, -0.16, -0.41], [-0.35, -0.28, 0.60], [0.24, 0.59, -0.53], [0.22, 0.71, 0.45], [-0.87, -0.06, 0.11], [0.45, -0.43, 0.34], [-0.79, -1.30, 0.07], [-0.76, -0.35, -0.60], [0.39, 0.52, 0.70], [0.49, 1.01, 0.42], [-3.11, 0.35, -0.96], [0.93, 0.18, -0.31], [-1.09, -0.31, 1.09], [3.23, -1.01, -0.24], [-3.00, 0.90, 0.30], [-0.18, 0.83, -0.19], [0.37, -0.50, -2.17], [0.01, -0.78, -0.25], [0.36, 1.63, 0.41], [-0.05, -0.97, 0.34], [-0.59, 0.49, -0.05], [0.60, 0.57, 0.22], [-0.47, -0.25, -0.22], [0.41, 0.17, 0.43], [-1.06, 0.11, -1.02], [0.57, -0.67, -0.11], [-1.05, 0.53, 0.33], [0.99, -0.81, 0.58], [-0.19, -0.06, 0.19], [0.07, -0.22, -0.85], [-0.41, 0.75, 0.04], [1.54, 0.56, -0.98], [-0.80, -0.28, 0.61], [3.98, -0.11, 1.48], [-3.11, 0.39, -0.58], [-0.35, 0.51, 2.64], [-2.72, 0.51, -0.79], [3.58, -0.80, 1.23], [-0.15, -0.03, -1.89], [0.17, -0.47, -1.37], [0.43, 0.11, -0.02], [0.46, 0.03, 0.48], [-0.31, -0.33, 0.12], [0.15, -0.73, 0.74], [-0.17, 0.16, -0.78], [-0.07, 0.49, 1.11], [0.39, 0.28, -0.46], [0.25, -0.51, 0.44], [-0.41, 0.02, 0.14], [0.55, 0.04, -0.10], [-0.02, 0.34, 0.74], [0.80, -0.72, 0.42], [0.37, 0.26, -0.25], [-0.01, 0.17, 0.50], [-0.72, -0.25, -0.01], [-0.88, 0.24, 0.19], [-0.29, -0.31, -0.20], [1.32, 0.21, -0.26], [0.50, -0.52, -0.49], [-0.13, 0.16, -0.29], [-1.31, 0.16, 0.14], [1.96, -3.06, 2.01], [-5.09, 2.75, -2.76], [0.70, -0.47, -0.15], [-0.76, -0.78, -1.27], [-1.34, 1.63, -0.39], [-0.29, 0.55, 1.71], [-0.70, 0.06, 0.87], [1.20, 0.02, -0.25], [-0.46, -0.76, -0.60], [0.46, -0.14, 0.03], [3.04, 0.13, 0.33], [0.03, 0.12, 1.70], [-1.20, 0.56, -1.22], [0.60, 0.09, 0.53], [-0.79, 0.91, -0.73], [0.57, -0.85, 0.56], [0.44, 0.01, -1.94], [1.91, -0.89, 1.52], [0.40, 0.16, 0.80], [-0.57, 0.37, -1.07], [-0.19, 2.13, 1.00], [-0.09, 1.09, -0.15], [-1.19, -0.31, -0.20], [0.45, -0.72, 0.11], [0.41, 0.04, 0.22], [-0.01, -0.33, -0.29], [-0.33, 0.19, -0.18], [0.26, -0.10, -0.22], [-0.06, 0.45, 0.52], [0.57, 0.08, -0.37], [0.54, -0.03, -0.06], [0.35, -0.06, 1.41], [-0.64, -0.98, 0.17], [-0.31, 0.25, -0.44], [0.75, -0.58, 0.65], [-0.59, 0.26, 0.31], [-0.15, -0.17, 0.09], [-0.13, -0.44, 0.00], [-0.74, 0.44, 0.58], [-0.15, -0.37, -1.60], [0.18, -0.15, 0.12], [0.53, 0.42, 0.74], [-0.32, -0.57, -1.09], [1.10, -0.65, -0.65], [-1.01, -0.96, -0.29]],
  "mulliken_charge": [1.40, -0.14, -0.57, 0.44, -0.78, 0.39, -0.50, 0.61, -0.74, -0.51, 0.09, 0.11, 0.27, 0.24, 0.34, 0.10, -0.18, -0.38, -0.26, -0.22, -0.60, 0.29, -1.07, 0.73, 0.11, 0.62, -0.55, -0.75, -0.40, -0.78, 0.05, -0.21, -0.75, -0.64, -0.48, -0.64, -0.10, 0.56, -0.49, -0.51, -0.59, -0.49, -0.36, 0.76, -0.19, -0.81, -0.58, -0.85, -0.07, 0.50, 0.53, 0.42, 0.39, 0.32, 0.36, 0.11, 0.58, 0.38, 0.37, 0.37, 0.28, 0.23, 0.33, 0.36, 0.38, 0.09, 0.36, 0.25, 0.28, 0.41, 0.16, -0.88, 0.45, -1.34, 0.42, -0.82, 0.66, -1.64, -0.03, -0.68, -0.08, 0.81, 1.69, -2.24, 0.60, -1.37, 0.50, -1.49, 0.48, -1.44, -1.24, -1.73, 0.38, 0.36, 0.17, 0.37, 0.43, 0.33, 0.34, 0.15, 0.32, 0.55, 0.44, 0.23, 0.49, 0.47, 0.30, 0.40, 0.57, 0.53, 0.40, 0.49, -0.04, 0.38, 0.53, 0.47],
  "max_force_ev_per_a": 6.41,
  "e_above_lowest_kcal_mol": 126.7,
  "multiplicity": 1,
  "gap_ev": [4.17, 3.61],
  "total_charge": -2,
  "homo_energy_ev": [-0.6, 0.0]
}

=====

No. 2
{
  "formula": "C2H5N5O2S",
  "method": "ωB97M-V with the def2-TZVPD basis set",
  "species": ["C", "C", "N", "N", "N", "N", "N", "O", "O", "S", "H", "H", "H", "H", "H"],
  "positions_angstrom": [[-1.443, -0.819, 1.286], [-0.682, -2.620, -0.300], [-1.179, 0.430, 1.488], [-0.500, 0.849, 0.466], [-0.020, -0.201, -0.264], [-0.686, -1.317, 0.160], [1.556, 2.273, -0.079], [-0.326, 2.035, -1.787], [1.768, 0.863, -2.009], [0.748, 1.400, -1.178], [-2.127, -1.325, 1.846], [0.159, -2.766, -0.965], [-0.755, -3.465, 0.504], [1.140, 2.883, 0.493], [2.349, 1.781, 0.340]],
  "forces_ev_per_a": [[2.95, -0.39, -2.39], [1.11, -0.04, 1.53], [-0.73, 1.32, -0.85], [0.25, -0.85, 1.45], [-1.14, 0.85, 1.05], [-1.60, -0.84, 1.51], [2.91, -2.79, -2.72], [-1.70, 1.18, -0.35], [0.13, -0.85, 0.43], [2.66, -0.29, -0.92], [-1.44, -1.81, 1.03], [-0.30, -0.14, -0.43], [-0.16, 2.05, -1.40], [-2.60, 2.36, 2.56], [-0.35, 0.22, -0.50]],
  "mulliken_charge": [-0.26, -0.55, -0.74, 0.14, 0.11, 0.06, -0.41, -0.50, -0.58, 1.25, 0.48, 0.28, 0.18, 0.27, 0.28],
  "max_force_ev_per_a": 4.86,
  "e_above_lowest_kcal_mol": 114.9,
  "multiplicity": 1,
  "gap_ev": [6.15, 6.04],
  "total_charge": 0,
  "homo_energy_ev": [-7.3, -7.2]
}

=====

No. 3
{
  "formula": "C4H11N3O2",
  "method": "ωB97M-V with the def2-TZVPD basis set",
  "species": ["C", "N", "C", "O", "O", "H", "H", "H", "H", "H", "C", "N", "C", "N", "H", "H", "H", "H", "H", "H"],
  "positions_angstrom": [[0.387, 2.135, 0.803], [1.422, -0.111, 0.587], [0.479, 0.912, -0.099], [1.913, -0.957, -0.408], [0.823, 1.083, -1.323], [1.667, -0.390, -1.215], [2.184, 0.249, 1.160], [1.350, 2.650, 0.804], [0.117, 1.864, 1.827], [-0.363, 2.817, 0.403], [-1.492, -0.532, -1.236], [-0.359, -2.202, 0.673], [-0.961, -0.036, 0.094], [-0.522, -0.985, 1.070], [0.107, -2.807, 1.336], [-0.197, -2.409, -0.312], [-1.689, 0.600, 0.595], [-0.749, -1.098, -1.799], [-2.402, -1.123, -1.113], [-1.716, 0.340, -1.849]],
  "forces_ev_per_a": [[-0.21, -0.18, -0.02], [-0.55, -0.54, 0.42], [0.09, -0.39, -0.07], [-0.25, 0.32, -0.06], [-0.24, -0.12, 0.21], [0.18, -0.05, 0.22], [0.15, 0.21, -0.48], [0.00, -0.06, -0.04], [0.00, 0.00, -0.01], [0.01, -0.01, 0.02], [0.19, 0.03, 0.14], [0.22, 0.92, 0.08], [0.37, 0.31, -0.09], [0.17, -0.54, -0.43], [-0.12, 0.04, 0.03], [-0.10, 0.11, 0.02], [0.05, 0.00, 0.06], [0.01, -0.02, -0.03], [0.03, -0.03, -0.02], [0.02, -0.01, 0.04]],
  "mulliken_charge": [-1.77, -0.28, 1.34, -0.48, -0.88, 0.38, 0.21, 0.39, 0.43, 0.38, -1.55, -0.21, 0.02, -0.13, 0.27, 0.23, 0.50, 0.36, 0.40, 0.39],
  "max_force_ev_per_a": 0.95,
  "e_above_lowest_kcal_mol": 135.0,
  "multiplicity": 1,
  "gap_ev": [7.75, 7.75],
  "total_charge": 0,
  "homo_energy_ev": [-8.2, -8.2]
}